[1]
The following is a quantum chemistry calculation of an isolated molecule of C22H26N2O7S, from OMol25.

Each line ends with the natural charge from an NBO analysis.
Geometry (Å):
1 C 1.138 1.231 -5.623  -0.236
2 H 1.525 2.210 -5.160  0.162
3 O 1.261 0.106 -4.975  -0.482
4 C 0.528 0.074 -3.711  0.249
5 C 0.752 -0.999 -2.853  -0.201
6 C -0.184 -1.283 -1.666  -0.199
7 C -1.132 -0.270 -1.164  0.345
8 C -0.971 0.861 -2.157  -0.338
9 C -0.239 0.980 -3.286  -0.301
10 H -0.473 1.998 -3.828  0.297
11 S -2.248 2.046 -1.825  2.388
12 O -2.133 2.926 -2.927  -0.942
13 O -3.343 1.851 -1.166  -0.927
14 N -1.627 3.109 -0.587  -0.709
15 C -1.783 2.943 0.843  -0.237
16 C -0.983 2.008 1.693  -0.475
17 H -1.191 2.185 2.758  0.235
18 H -1.026 1.038 1.285  0.216
19 C 0.556 2.587 1.222  -0.255
20 C 1.538 1.620 1.957  0.676
21 O 2.910 1.840 1.642  -0.679
22 N 1.138 0.543 2.840  -0.595
23 H 0.228 0.480 2.938  0.386
24 C 2.029 -0.392 3.332  -0.249
25 C 1.900 -1.778 2.817  -0.073
26 C 1.860 -2.650 3.861  -0.246
27 C 1.452 -3.861 3.840  -0.208
28 C 0.786 -4.326 2.383  0.318
29 C 0.508 -3.280 1.694  0.117
30 C 0.959 -1.910 1.818  -0.209
31 H 0.914 -1.247 0.955  0.234
32 O 0.054 -3.743 0.510  -0.510
33 C -0.327 -5.125 0.755  0.207
34 O 0.285 -5.340 2.166  -0.428
35 H 0.208 -5.718 0.103  0.168
36 H -1.447 -5.441 0.636  0.182
37 H 1.739 -4.742 4.375  0.216
38 H 2.127 -2.515 4.916  0.221
39 H 3.121 -0.155 2.754  0.258
40 H 2.269 -0.344 4.366  0.205
41 C 0.647 2.860 -0.070  -0.434
42 C -0.447 3.493 -0.643  -0.236
43 H -0.186 4.632 -0.209  0.154
44 H -0.111 3.810 -1.684  0.220
45 H 0.890 1.682 -0.600  0.175
46 H 1.784 3.356 -0.303  0.277
47 H 0.585 3.685 1.910  0.216
48 H -2.044 4.093 1.380  0.213
49 H -2.808 2.413 0.751  0.224
50 O -1.721 -0.527 -0.120  -0.501
51 C -2.815 -1.222 -0.285  -0.234
52 H -2.565 -2.206 -0.683  0.178
53 H -3.153 -1.205 0.616  0.189
54 H -3.729 -0.645 -0.783  0.189
55 H -0.228 -2.082 -1.183  0.189
56 H 1.031 -2.003 -3.289  0.234
57 H 1.996 1.046 -6.397  0.199
58 H 0.194 1.303 -5.942  0.165

Output
Structure (SMILES): COc1ccc(OC)c(S(=O)(=O)N2CCC(C(=O)NCc3ccc4c(c3)OCO4)CC2)c1
HOMO energy in hartree: -0.2841
Spin multiplicity: 1



[2]
The following is a quantum chemistry calculation of an isolated molecule of C22H26N4O3S, from OMol25.

Each line ends with the natural charge from an NBO analysis.
Geometry (Å):
1 C -0.584 -6.102 -4.815  -0.244
2 H -1.635 -5.790 -4.762  0.169
3 O 0.261 -5.142 -4.236  -0.544
4 C 0.191 -3.887 -4.867  -0.068
5 C 1.069 -2.905 -4.087  -0.230
6 N 0.515 -2.619 -2.795  -0.367
7 C -0.402 -1.654 -2.503  0.255
8 N -0.788 -1.653 -1.253  -0.571
9 C -0.103 -2.687 -0.660  0.172
10 C -0.123 -3.135 0.654  -0.237
11 C 0.681 -4.211 0.968  -0.221
12 C 1.481 -4.834 0.009  -0.218
13 C 1.515 -4.400 -1.302  -0.221
14 C 0.717 -3.316 -1.623  0.093
15 H 2.119 -4.894 -2.046  0.222
16 H 2.087 -5.679 0.300  0.214
17 H 0.691 -4.587 1.981  0.214
18 H -0.748 -2.657 1.392  0.222
19 S -0.965 -0.547 -3.723  0.274
20 C -2.311 0.301 -2.831  -0.603
21 H -2.825 -0.455 -2.238  0.252
22 H -2.962 0.689 -3.614  0.257
23 C -1.832 1.468 -1.962  0.661
24 O -2.017 2.617 -2.307  -0.618
25 N -1.241 1.047 -0.828  -0.628
26 C -0.702 1.811 0.212  0.109
27 C -0.044 1.136 1.237  -0.207
28 C 0.493 1.823 2.303  -0.258
29 C 0.380 3.216 2.398  0.158
30 C -0.271 3.882 1.356  -0.218
31 C -0.799 3.196 0.280  -0.224
32 H -1.300 3.734 -0.507  0.250
33 H -0.391 4.953 1.377  0.199
34 N 0.961 3.875 3.469  -0.428
35 C 1.052 5.313 3.517  -0.247
36 H 1.177 5.718 2.514  0.222
37 C -0.185 5.920 4.206  -0.079
38 H 0.075 6.890 4.659  0.164
39 O -0.696 5.046 5.195  -0.524
40 C 0.314 4.278 5.802  -0.082
41 C 0.923 3.282 4.793  -0.232
42 H 0.302 2.386 4.762  0.209
43 H 1.935 3.001 5.118  0.183
44 H 1.091 4.933 6.224  0.156
45 H -0.167 3.740 6.621  0.200
46 H -1.003 6.068 3.497  0.189
47 H 1.953 5.561 4.090  0.193
48 H 1.025 1.273 3.064  0.212
49 H 0.056 0.061 1.186  0.209
50 H -1.122 0.030 -0.729  0.442
51 H 1.157 -1.971 -4.648  0.226
52 H 2.059 -3.347 -3.948  0.225
53 H -0.847 -3.521 -4.886  0.177
54 H 0.550 -3.956 -5.906  0.173
55 H -0.449 -7.018 -4.244  0.199
56 H -0.323 -6.280 -5.865  0.166

Output
Structure (SMILES): COCCn1c(SCC(=O)Nc2ccc(N3CCOCC3)cc2)nc2ccccc21
HOMO energy in hartree: -0.2584
Spin multiplicity: 1



[3]
The following is a quantum chemistry calculation of an isolated molecule of C22H26N4O4S, from OMol25.

Each line ends with the natural charge from an NBO analysis.
Geometry (Å):
1 C 0.069 -2.442 3.512  -0.632
2 C -0.732 -1.684 2.496  0.003
3 C -1.614 -2.341 1.649  -0.227
4 C -2.345 -1.633 0.714  -0.233
5 C -2.196 -0.258 0.597  0.191
6 C -1.348 0.431 1.468  -0.005
7 C -0.630 -0.303 2.400  -0.213
8 H 0.041 0.220 3.067  0.206
9 C -1.193 1.917 1.392  -0.652
10 H -0.623 2.278 2.245  0.218
11 H -2.172 2.388 1.400  0.229
12 H -0.658 2.205 0.487  0.241
13 N -2.842 0.467 -0.450  -0.728
14 S -4.304 1.193 -0.041  2.311
15 O -5.397 0.469 -0.623  -0.940
16 O -4.321 1.438 1.368  -0.930
17 C -4.160 2.781 -0.905  -0.867
18 H -4.340 2.615 -1.958  0.239
19 H -3.169 3.175 -0.726  0.246
20 H -4.913 3.440 -0.493  0.255
21 C -2.877 -0.178 -1.753  -0.324
22 C -1.565 -0.934 -1.979  0.699
23 O -1.521 -2.068 -2.401  -0.604
24 N -0.497 -0.174 -1.650  -0.606
25 C 0.788 -0.519 -1.246  -0.031
26 C 1.485 -1.678 -1.098  0.227
27 N 2.758 -1.379 -0.638  -0.213
28 N 2.795 -0.010 -0.376  -0.279
29 C 1.615 0.578 -0.776  0.613
30 O 1.337 1.768 -0.742  -0.661
31 C 3.999 0.663 -0.131  0.211
32 C 5.197 0.199 -0.669  -0.267
33 C 6.372 0.881 -0.412  -0.199
34 C 6.360 2.030 0.360  -0.224
35 C 5.163 2.502 0.874  -0.184
36 C 3.983 1.821 0.640  -0.237
37 H 3.046 2.184 1.028  0.241
38 H 5.148 3.403 1.468  0.216
39 H 7.280 2.561 0.553  0.215
40 H 7.300 0.517 -0.829  0.216
41 H 5.200 -0.678 -1.299  0.224
42 C 3.402 -2.251 0.321  -0.422
43 H 2.774 -2.412 1.204  0.192
44 H 3.605 -3.208 -0.154  0.219
45 H 4.344 -1.805 0.635  0.228
46 C 1.103 -3.090 -1.340  -0.679
47 H 0.189 -3.120 -1.927  0.286
48 H 1.896 -3.617 -1.867  0.222
49 H 0.917 -3.597 -0.393  0.226
50 H -0.678 0.797 -1.414  0.426
51 H -3.717 -0.873 -1.852  0.238
52 H -2.992 0.603 -2.510  0.223
53 H -3.025 -2.157 0.061  0.226
54 H -1.733 -3.412 1.718  0.212
55 H 1.011 -1.939 3.721  0.214
56 H -0.488 -2.510 4.447  0.225
57 H 0.273 -3.455 3.171  0.214

Output
Structure (SMILES): Cc1ccc(N(CC(=O)Nc2c(C)n(C)n(-c3ccccc3)c2=O)S(C)(=O)=O)c(C)c1
HOMO energy in hartree: -0.2964
Spin multiplicity: 1



[4]
The following is a quantum chemistry calculation of a structure of composition C22H27Br2N3Si2Zr, from OMol25.

Each line ends with the Löwdin charge.
Geometry (Å):
1 Zr -0.167 0.586 -1.501  1.033
2 C 2.886 -1.730 -0.908  -0.229
3 Si 1.747 -0.881 0.290  0.568
4 C 0.341 -2.061 0.687  -0.180
5 C 2.646 -0.137 1.713  -0.332
6 C 3.286 -0.856 2.729  -0.062
7 C 4.029 -0.178 3.678  -0.040
8 C 4.143 1.210 3.623  -0.039
9 C 3.509 1.925 2.623  -0.061
10 C 2.753 1.246 1.661  -0.330
11 Si 1.825 2.060 0.291  0.585
12 C 2.863 2.872 -1.015  -0.201
13 C 0.526 3.240 0.937  -0.192
14 H 3.308 -2.564 -0.332  0.058
15 H 3.701 -1.081 -1.224  0.039
16 H 2.399 -2.141 -1.788  0.005
17 H 0.895 -2.990 0.869  0.062
18 H -0.357 -2.279 -0.126  0.020
19 H -0.221 -1.808 1.582  0.035
20 H 3.216 -1.936 2.786  0.114
21 H 4.526 -0.725 4.468  0.121
22 H 4.729 1.730 4.369  0.121
23 H 3.608 3.005 2.603  0.114
24 H 3.191 3.817 -0.565  0.061
25 H 2.346 3.111 -1.942  0.006
26 H 3.737 2.266 -1.251  0.047
27 H 1.165 3.888 1.553  0.063
28 H -0.231 2.818 1.596  0.026
29 H 0.055 3.862 0.180  0.005
30 Br 1.717 0.387 -3.176  0.315
31 C -0.667 2.386 -2.647  -0.700
32 Br -2.065 2.698 -1.315  0.747
33 H -1.139 2.220 -3.613  0.019
34 H -0.005 3.249 -2.660  0.008
35 C -1.610 -3.191 -3.407  0.009
36 C -0.762 -2.104 -3.328  -0.098
37 N -1.169 -0.953 -2.766  -0.123
38 C -2.416 -0.856 -2.289  -0.135
39 C -3.252 -1.947 -2.173  -0.167
40 C -2.852 -3.129 -2.791  0.058
41 C -4.449 -1.754 -1.353  0.000
42 C -4.478 -1.061 -0.208  -0.001
43 C -3.470 -0.466 0.715  -0.203
44 C -3.972 -0.272 2.005  0.025
45 C -3.168 0.283 2.981  -0.054
46 N -1.912 0.640 2.720  0.132
47 C -1.509 0.411 1.491  -0.289
48 N -2.182 -0.109 0.458  0.052
49 H -1.278 -4.092 -3.903  0.132
50 H 0.251 -2.115 -3.708  0.097
51 H -2.748 0.112 -1.932  0.064
52 H -3.492 -4.003 -2.770  0.143
53 H -5.378 -2.200 -1.687  0.134
54 H -5.459 -0.996 0.245  0.116
55 H -4.989 -0.549 2.240  0.127
56 H -3.534 0.452 3.986  0.133
57 H -0.469 0.690 1.298  0.039

Output
Charge: +2
HOMO energy in hartree: -0.5393
Spin multiplicity: 1



Energy above the lowest of the compared OMol25 structures with the same formula, charge and spin: 2369.91; 265.48; 279.33; 46.53 (kJ/mol)